8
Properties=species:S:1:pos:R:3 method="wB97M-V/def2-TZVPD" relative_energy_kj_mol=480.3 e_lumo_ev="0.149 / -2.126" homo_energy_ha="-0.3549 / -0.3137" charge=0 total_energy_ev=-5217.1584
C 2.14973 0.44817 1.11969
C 1.09355 -0.12222 0.87066
C -1.52448 -0.25238 -0.94147
O 0.20489 -0.87762 0.55576
H 2.75917 1.12613 1.48239
H -2.30061 -0.00697 -0.31892
H -1.42511 -0.89965 -1.68668
H -0.95715 0.58454 -1.08143

***

113
Properties=species:S:1:pos:R:3 method="wB97M-V/def2-TZVPD" s2=0.765 relative_energy_kj_mol=221.0 e_lumo_ev="3.262 / 1.556" homo_energy_ha="-0.0573 / -0.0573" spin_multiplicity=2 charge=-2 total_energy_ev=-196106.0268
Rb -0.53898 -1.21903 -0.86732
C 2.10321 -0.81967 2.75005
C 3.27131 -0.69708 1.79033
N 2.90195 -0.91249 0.38693
C 3.46975 0.08548 -0.50125
C 2.91790 1.48197 -0.28764
C 3.24015 -2.24809 -0.07274
C 2.63747 -3.39847 0.72954
N 1.19999 -3.33035 0.70548
C 0.51555 -4.29486 1.28622
C -0.91710 -4.20224 1.30092
F -1.46004 -3.09421 0.72678
C -1.75827 -5.14869 1.80919
F -3.09539 -4.94333 1.72281
C -1.29080 -6.31203 2.41809
C 0.08661 -6.42589 2.45981
F 0.63464 -7.53169 3.03821
C 0.95278 -5.48846 1.94320
F 2.28834 -5.76087 2.05381
H 2.40773 -0.55990 3.76582
H 1.68206 -1.82153 2.74346
H 1.31272 -0.13094 2.45012
H 4.07567 -1.40207 2.06302
H 3.71084 0.29721 1.88610
H 3.24649 -0.23328 -1.52648
H 4.58013 0.10121 -0.43359
H 1.83572 1.51615 -0.39208
H 3.35835 2.17063 -1.01032
H 3.14329 1.86420 0.70825
H 4.34503 -2.37784 -0.09167
H 2.90187 -2.34114 -1.10933
H 3.05571 -3.37352 1.74670
H 3.04101 -4.32119 0.28561
H -1.95073 -7.06176 2.81786
O -3.18672 -2.98681 -4.28272
C -2.76906 -2.19789 -3.42381
O -1.62665 -1.69725 -3.30393
C -3.81569 -1.75007 -2.38448
C -5.01251 -2.50755 -2.23441
C -5.94074 -2.10403 -1.33037
C -5.72243 -0.92194 -0.57923
C -6.63555 -0.40995 0.37178
C -6.35210 0.74121 1.05050
C -5.14209 1.43388 0.81844
C -4.24134 0.95124 -0.08629
C -4.51665 -0.23400 -0.80291
N -3.57617 -0.66906 -1.69113
H -5.13520 -3.38471 -2.85132
H -6.85537 -2.66855 -1.17788
H -7.55567 -0.95144 0.55924
H -7.04690 1.12645 1.78583
H -4.91342 2.33349 1.37352
H -3.29256 1.44242 -0.25277
C 7.59501 0.28655 -7.22360
C 6.46610 -0.30469 -6.42549
C 5.15277 0.09282 -6.64359
C 4.10074 -0.43107 -5.90844
C 2.70905 0.05768 -6.17376
C 4.36765 -1.40459 -4.92378
Se 2.94617 -2.11719 -3.93594
C 5.69526 -1.81503 -4.68870
C 6.07768 -2.82605 -3.64692
C 6.71593 -1.25383 -5.44612
H 7.23520 1.04468 -7.91822
H 8.11400 -0.48147 -7.80101
H 8.33491 0.75312 -6.57075
H 4.94658 0.84071 -7.40059
H 2.72687 0.83315 -6.93986
H 2.25194 0.46243 -5.26915
H 2.05013 -0.74709 -6.50379
H 5.23306 -3.17494 -3.05997
H 6.80719 -2.38985 -2.96246
H 6.54726 -3.69017 -4.12174
H 7.73637 -1.56774 -5.25595
C -2.12005 1.26795 -3.95172
C -1.21079 1.45075 -2.83067
N -0.47664 1.58065 -1.95739
H -1.84123 1.94425 -4.75906
H -3.13314 1.48360 -3.61744
H -2.05445 0.22410 -4.26012
C -2.24250 0.18915 2.99911
Ge -1.02883 1.60163 2.18787
C -0.16192 2.20136 3.91967
C 0.00698 1.37446 5.03230
C 0.70068 1.78439 6.16484
C 1.24854 3.05622 6.22601
C 1.09581 3.90500 5.13641
C 0.41248 3.47532 4.00999
C -2.34960 3.18083 2.01357
C -2.42404 3.71259 0.74734
C -3.31491 4.75291 0.39460
C -4.14287 5.29842 1.32906
C -4.09694 4.82296 2.66625
C -4.93752 5.37856 3.66431
C -4.90096 4.91826 4.94881
C -4.01170 3.87633 5.29037
C -3.19404 3.32846 4.34467
C -3.20677 3.77617 2.99799
H -2.84338 0.47338 3.86475
H -1.62999 -0.67004 3.28517
H -2.92954 -0.17382 2.23138
H -0.41911 0.37752 5.01985
H 0.81085 1.10368 7.00199
H 1.79257 3.38013 7.10580
H 1.51233 4.90622 5.16563
H 0.31117 4.15641 3.16931
H -1.78091 3.29932 -0.02593
H -3.34610 5.10638 -0.63037
H -4.83760 6.09002 1.07477
H -5.60893 6.18237 3.38423
H -5.54797 5.34990 5.70253
H -3.97239 3.51370 6.31023
H -2.50461 2.54144 4.60967

***

102
Properties=species:S:1:pos:R:3 method="wB97M-V/def2-TZVPD" s2=3.821 relative_energy_kj_mol=75.0 e_lumo_ev="0.070 / -0.043" homo_energy_ha="-0.2084 / -0.2881" spin_multiplicity=4 charge=0 total_energy_ev=-252044.0968
V 0.74652 0.97022 0.71457
O 2.59492 -3.38623 3.12397
C 1.75463 -2.83954 4.04764
C 1.61637 -3.49782 5.26336
C 0.78684 -2.97187 6.23968
C 0.09435 -1.78815 6.01749
C 0.22240 -1.14682 4.79467
C 1.03697 -1.66660 3.79902
C 1.12138 -1.02693 2.43687
O 0.30228 0.08623 2.26453
N 2.52907 -0.68575 2.15178
N 2.55932 0.46089 1.31400
C 3.74191 1.07908 1.31919
C 4.03033 2.30994 0.71850
Br 2.53194 3.39792 0.18333
C 5.25239 2.88781 0.52362
C 6.55439 2.25546 0.70383
C 7.66106 3.07868 0.95173
C 8.92713 2.54897 1.12222
C 9.12714 1.17638 1.04363
C 8.04507 0.34855 0.77887
C 6.77523 0.87648 0.60870
H 2.76151 -2.74530 2.41301
H 2.17363 -4.41017 5.42606
H 0.68949 -3.48708 7.18673
H -0.53928 -1.37120 6.78820
H -0.30244 -0.22376 4.58582
H 0.82173 -1.78582 1.68775
H 3.02782 -0.48051 3.01889
H 4.55462 0.61181 1.86851
H 5.26955 3.93138 0.23918
H 7.51276 4.14980 1.01377
H 9.76184 3.20932 1.31817
H 10.11591 0.75925 1.17748
H 8.19073 -0.72097 0.69456
H 5.95341 0.21906 0.36109
O 0.88208 0.84951 -1.03149
C 1.08922 0.17628 -2.23341
C 0.85093 1.19067 -3.33472
C 1.02163 1.05879 -4.67987
C 0.67842 2.23835 -5.39467
C 0.26298 3.23702 -4.56607
S 0.28163 2.75568 -2.92761
C 2.52458 -0.31534 -2.25378
C 3.63118 0.37066 -2.66170
C 4.84178 -0.30153 -2.34539
C 4.62333 -1.47805 -1.69387
S 2.96071 -1.77681 -1.46581
C 0.11058 -0.98412 -2.31321
C -0.80338 -1.35947 -1.37643
C -1.54588 -2.51460 -1.75566
C -1.18392 -2.98018 -2.98075
S 0.06004 -2.03411 -3.67159
H 1.39570 0.15826 -5.14622
H 0.75222 2.33826 -6.46713
H -0.03878 4.23534 -4.83421
H 3.57883 1.33036 -3.15263
H 5.82441 0.07479 -2.58713
H 5.35351 -2.19282 -1.35218
H -0.95390 -0.82618 -0.44797
H -2.31268 -2.96706 -1.14575
H -1.57285 -3.83223 -3.51149
C -3.86444 2.19554 -5.04046
C -2.97573 1.19768 -4.30712
C -3.52386 0.76008 -2.95308
C -3.68992 1.91373 -1.97117
N -4.07066 1.41522 -0.64920
C -3.26005 1.28196 0.42180
Se -1.64771 2.18365 0.61886
N -3.92485 0.58883 1.37261
C -3.32687 0.06013 2.60142
C -2.53751 -1.21894 2.33806
C -3.35546 -2.40014 1.82046
C -4.22322 -3.04567 2.89510
C -5.20458 0.29591 0.91220
C -6.27824 -0.35228 1.50892
C -7.43671 -0.46025 0.76100
C -7.52453 0.06426 -0.53521
C -6.45602 0.71364 -1.12531
C -5.29308 0.81726 -0.37296
H -3.47966 2.40132 -6.03897
H -3.92168 3.15163 -4.51707
H -4.88271 1.81408 -5.14946
H -1.97804 1.62265 -4.17031
H -2.84440 0.30415 -4.92181
H -2.84488 0.03059 -2.50563
H -4.48507 0.25558 -3.09188
H -4.46367 2.61470 -2.28950
H -2.75793 2.46675 -1.84656
H -4.14354 -0.10204 3.30479
H -2.67683 0.83575 3.00681
H -2.04966 -1.50179 3.27411
H -1.73111 -0.96695 1.64970
H -2.66145 -3.14846 1.43044
H -3.97388 -2.09409 0.97063
H -3.60198 -3.45448 3.69352
H -4.82738 -3.85801 2.49080
H -4.90874 -2.33075 3.35261
H -6.21855 -0.75330 2.50897
H -8.29555 -0.95721 1.19046
H -8.44998 -0.03833 -1.08452
H -6.52521 1.12338 -2.12274

***

96
Properties=species:S:1:pos:R:3 method="wB97M-V/def2-TZVPD" s2=0.754 relative_energy_kj_mol=211.9 e_lumo_ev="-6.310 / -6.907" homo_energy_ha="-0.4652 / -0.4652" spin_multiplicity=2 charge=+2 total_energy_ev=-122688.3634
Ti -1.18694 0.36829 -0.92954
N -3.78508 1.37043 0.44552
N -2.57771 0.94307 0.53492
C -0.73239 2.25124 -1.44005
N 0.05831 3.25095 -1.19258
S -2.16526 2.26212 -2.29048
H -4.44863 1.31749 1.20898
H -4.07488 1.53611 -0.50955
H -2.40391 0.82844 1.56097
H 0.93620 3.13729 -0.71154
H -0.17630 4.15214 -1.35870
C 2.65147 0.95783 -1.34969
N 2.44272 1.81875 -0.17298
C 2.06322 1.06751 1.06030
P 0.26009 0.94186 1.28878
C -0.12873 2.44181 2.26453
C -1.03676 3.40323 1.81758
C -1.07759 4.72399 2.40372
C -0.28478 5.02735 3.46473
C 0.49228 4.02485 4.01455
C 0.54182 2.77343 3.44226
C 0.20220 -0.36749 2.50835
C -0.60849 -0.25134 3.63375
C -0.76665 -1.31640 4.52248
C -0.14600 -2.52154 4.35062
C 0.69848 -2.72817 3.24380
C 0.80402 -1.64959 2.35816
C 3.19402 3.00049 -0.02471
C 2.91484 3.92683 0.99754
C 3.44353 5.21148 0.98371
C 4.37969 5.64969 -0.03152
C 4.67667 4.65106 -0.98436
C 4.16282 3.37191 -0.95076
P 1.30525 -0.30549 -1.64768
C 2.01696 -1.85654 -0.96837
C 3.18903 -1.85713 -0.20959
C 3.86462 -3.01126 0.19630
C 3.20108 -4.24187 -0.00194
C 2.01943 -4.27211 -0.61827
C 1.42235 -3.12521 -1.14993
C 1.56287 -0.49228 -3.37332
C 0.94743 0.40658 -4.24249
C 1.11987 0.40668 -5.64197
C 2.03485 -0.54910 -6.11377
C 2.71165 -1.38672 -5.21210
C 2.51464 -1.40630 -3.89739
H 3.61854 0.51554 -1.34645
H 2.41381 1.60467 -2.20744
H 2.41076 1.47199 1.99261
H 2.47873 0.07153 1.04592
H -1.67643 3.24712 0.97180
H -1.81774 5.45238 2.06261
H -0.31465 6.04141 3.99473
H 1.11367 4.27523 4.84629
H 1.29629 2.08868 3.95938
H -1.10737 0.68389 3.85311
H -1.54736 -1.21896 5.26216
H -0.22346 -3.40017 5.00098
H 1.19557 -3.71596 3.14230
H 1.36525 -1.85165 1.43471
H 2.25758 3.70994 1.86789
H 3.13351 5.95024 1.71100
H 4.76769 6.59016 -0.02119
H 5.42391 4.85827 -1.76363
H 4.51751 2.63176 -1.64607
H 3.56102 -0.88200 0.06926
H 4.67592 -2.88104 0.92182
H 3.64009 -5.23147 0.43170
H 1.52994 -5.25940 -0.63379
H 0.48014 -3.17617 -1.64437
H 0.17476 1.05405 -3.79943
H 0.59338 1.04534 -6.37036
H 2.24695 -0.64961 -7.16601
H 3.38935 -2.23545 -5.58957
H 3.09669 -2.06720 -3.31147
C -7.51057 -2.72114 -1.56131
C -6.12216 -2.79047 -0.82104
C -5.09019 -3.60570 -1.33053
C -3.84619 -3.70406 -0.70968
C -3.62443 -2.88844 0.40932
C -4.67663 -2.13931 0.98155
C -5.89323 -2.06758 0.35420
S -1.85200 -2.57696 0.94516
C -1.12765 -4.11676 0.49942
O -1.09040 -1.56112 0.10987
H -8.29041 -2.42388 -0.79448
H -7.81129 -3.63465 -2.08820
H -7.50917 -1.92556 -2.31597
H -5.30455 -4.24957 -2.13132
H -3.14103 -4.36985 -1.15681
H -4.43757 -1.66503 1.92586
H -6.62020 -1.50137 0.84665
H -1.70718 -4.88536 1.02011
H -0.12730 -4.20523 0.83565
H -1.19994 -4.19629 -0.55749
I -1.94431 -1.37918 -2.80775